# 1
The following is a DFT calculation (ωB97M-V/def2-TZVPD) of 6 unconnected molecules or ions with the total composition C43H38NO10 at a distorted geometry.

Geometry as XYZ:
```
92
Properties=species:S:1:pos:R:3
O 10.8759 4.6505 -0.9276
O -4.9517 -3.3061 5.6123
O -8.1808 -7.1277 7.3454
O 7.6849 0.5485 -2.0612
O 6.2786 3.0725 1.1748
O -7.6934 -5.9310 -0.6027
O 6.7315 0.2654 -7.2652
O -4.4596 -2.2267 -2.5644
O 0.8850 -3.1886 3.9281
O -4.0479 -2.9989 2.0101
N 2.5060 1.8836 -2.6108
C -7.3437 -5.9214 5.5050
C -2.4409 4.8777 -1.0737
C -6.6005 -5.4707 7.8896
C 8.2899 2.4594 0.1260
C -2.9138 -3.0397 2.4497
C -5.2732 -3.3364 -0.6647
C -3.2762 2.8397 -2.3033
C -0.2433 -3.1433 3.4874
C -3.7559 1.5619 -2.3203
C -6.0844 -4.2664 -0.1697
C 5.9178 0.8407 -5.1290
C 4.0239 1.7934 -0.7752
C 7.3304 3.4343 0.6967
C 7.7043 4.8709 0.6509
C -6.9528 -5.0799 -1.0527
C -6.5311 -4.9617 5.0707
C -5.7882 -4.5115 7.4544
C -3.2097 2.7990 0.0434
C 6.1559 0.9111 -3.8213
C 8.8607 5.2654 0.1247
C 8.4875 -0.0215 -4.1976
C 6.9425 0.3341 -6.0722
C -1.7516 -2.6469 1.6159
C -1.4098 -3.5348 4.3174
C 8.2479 -0.0909 -5.5033
C -5.6918 -4.1827 6.0120
C -1.1586 5.1031 -1.9217
C -6.8850 -4.8161 -2.5132
C 9.8218 4.2877 -0.4438
C 1.2894 4.4204 -1.4805
C -2.9911 3.4797 -1.1265
C -3.9444 0.9148 -1.1381
C 7.4597 0.4852 -3.2534
C 9.4441 2.8558 -0.4035
C 2.7874 2.3312 -1.4512
C -3.6776 1.5114 0.0571
C -6.0736 -3.8866 -3.0109
C -0.1404 3.9468 -1.8729
C -2.6502 -3.4857 3.8381
C 1.9765 3.3371 -0.6563
C -0.5121 -2.6952 2.0969
C -7.4424 -6.2525 6.9487
C -5.2035 -3.0740 -2.1225
H -0.6575 5.9799 -1.5075
H -3.2158 5.5350 -1.4909
H 1.2012 5.3368 -0.8797
H 4.5338 1.0624 -1.3983
H -2.2521 5.2028 -0.0508
H -6.4433 -4.7042 4.0223
H -3.8409 1.0169 1.0055
H -1.4660 5.3097 -2.9489
H 7.9945 1.4210 0.1603
H -0.4514 3.1040 -1.2276
H -1.9679 -2.3212 0.6052
H -6.0075 -3.6801 -4.0717
H -4.6366 -2.7349 -0.0349
H -7.5282 -5.4205 -3.1404
H 4.9730 1.1474 -5.5593
H -2.9899 3.2970 0.9825
H -4.3098 -0.1055 -1.1071
H -3.5223 -3.7644 4.4283
H 5.4162 1.2793 -3.1213
H 1.2949 2.7498 0.0063
H 8.9832 -0.4567 -6.2092
H 10.1545 2.1586 -0.8292
H 9.1536 6.3069 0.0831
H -5.1657 -3.9301 8.1227
H -1.1920 -3.8583 5.3276
H 9.4317 -0.3270 -3.7638
H 2.6914 3.8371 0.0136
H -6.6869 -5.7262 8.9379
H 4.6807 2.5868 -0.4149
H -7.9654 -6.5016 4.8351
H -0.0657 3.5560 -2.8996
H -3.0976 3.4052 -3.2119
H 6.9877 5.5672 1.0678
H 1.6424 2.3395 -2.9173
H -3.9815 1.0877 -3.2662
H 3.6801 1.2417 0.1091
H 0.3501 -2.4129 1.5062
H -6.1471 -4.4694 0.8915
```

- HOMO energy (eV) = -1.63
- max |F| (hartree/bohr) = 0.0435
- charge = -1
- lowest unoccupied orbital energy (eV) = -0.638

Mulliken atomic charge list, values in e, 8 entries: atom 1 (O): -0.580, atom 2 (O): -0.604, atom 3 (O): -0.558, atom 4 (O): -0.454, atom 5 (O): -0.547, atom 6 (O): -0.566, atom 7 (O): -0.559, atom 8 (O): -0.531

***

# 2
The following is a DFT calculation (ωB97M-V/def2-TZVPD) of a molecular structure, C55H56AlAsN2S2.

Geometry as XYZ:
```
117
Properties=species:S:1:pos:R:3
As 0.4238 -3.5839 0.0114
S 1.4182 -0.4723 0.2910
S 0.1363 1.5960 2.6037
Al 0.0599 1.2815 0.3858
N -1.7931 0.8603 -0.1024
N 0.0038 2.8946 -0.5787
C -1.2371 -3.2105 2.4680
C -5.2475 -0.1674 1.3269
C 1.7087 0.7971 2.7714
C 2.1819 5.0493 -3.4826
C 0.1272 -7.3944 -1.7345
C -3.6383 -2.3721 -0.4131
C -0.0072 -5.4854 -0.2587
C -2.9415 3.9083 1.4589
C -3.2390 -1.1545 0.1403
C 0.0557 4.3207 -2.5818
C -0.7973 -6.2328 0.6065
C -2.1114 5.6314 -2.4201
C 1.1591 -3.3919 2.7003
C 3.5603 -0.5144 1.9561
C -1.3054 5.6499 1.5042
C 3.6806 0.4772 4.1345
C 2.2722 -0.0151 1.7774
C -1.4544 4.2888 -2.7715
C 0.4486 -6.0803 -1.4339
C -1.6926 0.6715 -3.7187
C -1.8319 3.9329 -4.2169
C 0.2616 -0.8754 -3.3472
C -3.1216 -2.8573 -1.5953
C -0.5054 4.9385 0.6439
C 4.6213 -4.2146 0.3777
C -1.1427 -7.5418 0.2979
C 2.4106 -3.6776 1.9846
C 2.9501 2.8133 -0.5323
C -2.1806 -2.1090 -2.2760
C 3.7693 1.6994 -1.1836
C 1.0430 -3.1286 4.0606
C 0.0100 -3.4037 1.8964
C 3.8454 3.7297 0.3032
C -2.5756 1.8319 0.2216
C -0.2086 -2.9279 4.6222
C 4.7727 -4.0479 1.7483
C 0.7997 5.0421 -3.5073
C -0.6827 -8.1231 -0.8741
C 2.4230 1.0236 3.9470
C -2.1029 3.1154 0.6517
C -3.8837 -0.8545 1.4959
C -2.2925 -0.3939 -0.5736
C -2.5450 5.1398 1.9083
C 4.2604 -0.2805 3.1267
C 2.2608 -3.8474 0.6030
C 3.3625 -4.1039 -0.1969
C -1.3505 -2.9927 3.8350
C 2.8442 4.3050 -2.5267
C 2.1502 3.5837 -1.5626
C 0.7407 3.6066 -1.5675
C 3.6765 -3.7792 2.5519
C -0.8569 3.6448 0.2134
C -1.7602 -0.8811 -1.7916
C -0.8412 -0.0529 -2.6732
C -3.0010 -0.1808 2.5513
H -0.3572 0.7138 -2.0698
H -0.9629 -9.1386 -1.1234
H -3.8956 3.4979 1.7712
H 4.4861 2.1061 -1.8993
H -1.8328 5.9633 -1.4245
H 5.4869 -4.4069 -0.2434
H 5.7590 -4.1091 2.1913
H -1.7694 -8.1094 0.9744
H -1.1439 -5.7898 1.5326
H -5.7357 -0.0639 2.2975
H 2.7346 5.6201 -4.2176
H -5.1669 0.8237 0.8823
H 0.2846 5.6112 -4.2715
H 0.5032 -7.8514 -2.6415
H -3.6507 1.7088 0.1325
H 3.1190 0.9960 -1.7013
H 3.9276 4.2994 -2.5197
H -2.2334 -0.0525 -4.3306
H 1.9705 1.6417 4.7119
H 4.6150 4.2047 -0.3075
H 4.3149 1.1440 -0.4187
H 2.2531 2.3467 0.1648
H -2.1222 -3.2314 1.8418
H -3.1984 5.5353 -2.4613
H -2.3290 -2.8681 4.2826
H -1.8727 3.5187 -2.1245
H 3.2535 4.5101 0.7840
H 4.3388 3.1458 1.0822
H 4.0055 -1.0932 1.1558
H -0.2945 -2.7304 5.6831
H -3.4509 -0.3258 3.5347
H -0.9663 6.6085 1.8753
H 1.9280 -3.0822 4.6829
H -3.1697 5.7064 2.5847
H -2.8962 3.6957 -4.2701
H 1.0650 -5.4991 -2.1134
H 1.0709 -0.2133 -3.6541
H 0.4525 5.3282 0.3241
H 3.8185 -3.6377 3.6159
H -1.8082 6.3975 -3.1363
H 3.2357 -4.2166 -1.2679
H -3.4562 -3.8104 -1.9843
H -4.1117 -1.8400 1.9128
H 5.2569 -0.6863 3.2478
H -1.7727 -2.4868 -3.2044
H -2.8692 0.8887 2.4120
H -5.8928 -0.7585 0.6759
H 4.2091 0.6564 5.0622
H -1.6469 4.7736 -4.8864
H -2.4241 1.3226 -3.2359
H -1.0576 1.2767 -4.3679
H -4.3771 -2.9604 0.1197
H -1.2658 3.0765 -4.5780
H -2.0116 -0.6387 2.5588
H 0.6654 -1.6145 -2.6579
H -0.1022 -1.3873 -4.2399
```

- HOMO energy (eV) = -7.51
- max |F| (hartree/bohr) = 0.0142
- charge = 0
- lowest unoccupied orbital energy (eV) = -0.494

Mulliken atomic charge list, values in e, 8 entries: atom 1 (As): 0.671, atom 2 (S): -0.152, atom 3 (S): -0.535, atom 4 (Al): -0.208, atom 5 (N): 1.699, atom 6 (N): 1.902, atom 7 (C): 0.028, atom 8 (C): -1.463